1.
C38H37N2PtS4Sb3Se | ωB97M-V/def2-TZVPD

Computed properties:
- maximum force (hartree/bohr) = 0.0313
- E_tot (Eh) = -6413.9474
- relative energy (zero: lowest compared OMol25 entry of this formula, charge and spin) (kcal per mole) = 21.6
- HOMO level (alpha / beta) (eV) = -7.552 / -7.553
- orbital gap (alpha / beta) (eV) = 5.1272 / 5.1281

```
86
C38H37N2PtS4Sb3Se, DFT ωB97M-V/def2-TZVPD
Pt -0.25 0.32 -2.12
C 2.26 -1.09 0.73
C 1.07 -2.00 1.07
C 0.20 -1.55 2.25
Sb -0.63 0.47 2.22
C -2.62 -0.28 2.09
C -3.58 -0.22 3.09
C -4.83 -0.78 2.90
C -5.14 -1.43 1.71
C -4.19 -1.49 0.70
C -2.96 -0.89 0.89
C -0.55 0.74 4.32
C -0.86 -0.28 5.22
C -0.73 -0.07 6.59
C -0.29 1.15 7.07
C 0.02 2.17 6.19
C -0.10 1.97 4.82
Sb 1.97 0.53 -0.67
C 3.82 0.50 -1.70
C 4.45 1.68 -2.03
C 5.70 1.65 -2.64
C 6.31 0.43 -2.92
C 5.67 -0.76 -2.61
C 4.42 -0.72 -2.00
C 2.46 2.18 0.57
C 3.54 1.98 1.43
C 3.94 2.98 2.30
C 3.28 4.20 2.30
C 2.22 4.41 1.42
C 1.81 3.41 0.56
H 3.07 -1.67 0.30
H 2.63 -0.63 1.65
H 1.47 -2.99 1.32
H 0.44 -2.15 0.18
H 0.80 -1.59 3.16
H -0.65 -2.22 2.38
H -3.34 0.26 4.04
H -5.57 -0.73 3.69
H -6.12 -1.86 1.56
H -4.43 -1.98 -0.24
H -2.24 -0.89 0.07
H -1.21 -1.24 4.86
H -0.97 -0.87 7.28
H -0.19 1.31 8.14
H 0.36 3.13 6.56
H 0.15 2.77 4.13
H 3.98 2.64 -1.84
H 6.19 2.57 -2.91
H 7.29 0.41 -3.38
H 6.14 -1.71 -2.83
H 3.92 -1.66 -1.78
H 4.09 1.04 1.42
H 4.77 2.81 2.97
H 3.59 4.98 2.97
H 1.72 5.37 1.40
H 0.98 3.58 -0.12
S 2.27 4.47 -2.94
Sb 0.60 3.25 -3.77
S 1.16 0.84 -3.89
S -0.77 2.54 -1.86
S -0.63 3.88 -5.49
Se -2.10 0.50 -3.81
C -3.82 1.07 -3.18
C -4.12 2.17 -2.39
C -5.45 2.42 -2.08
N -6.47 1.68 -2.50
C -6.18 0.64 -3.28
C -4.89 0.30 -3.64
H -3.35 2.82 -2.02
H -5.70 3.27 -1.46
H -7.01 0.04 -3.62
H -4.71 -0.57 -4.27
C 0.00 -6.09 -2.88
C -0.12 -4.59 -2.81
C 0.76 -3.75 -3.47
C 0.65 -2.38 -3.32
N -0.29 -1.81 -2.56
C -1.17 -2.62 -1.95
C -1.12 -3.99 -2.05
H 0.71 -6.39 -3.64
H -0.96 -6.55 -3.10
H 0.34 -6.48 -1.92
H 1.55 -4.15 -4.10
H 1.33 -1.71 -3.83
H -1.94 -2.14 -1.37
H -1.86 -4.58 -1.53
```

Computed Mulliken charges, given in elementary charges: atom 1 (Pt): 2.1551, atom 2 (C): -1.1834, atom 3 (C): 0.2399, atom 4 (C): -1.7082, atom 5 (Sb): 1.1367, atom 6 (C): -0.2870, atom 7 (C): -0.4137, atom 8 (C): -0.6219, atom 9 (C): -0.6108, atom 10 (C): -0.5305, atom 11 (C): 0.9077, atom 12 (C): -0.0174, atom 13 (C): 0.0664, atom 14 (C): -0.7171, atom 15 (C): -0.4422, atom 16 (C): -0.5530, atom 17 (C): -0.7366, atom 18 (Sb): -0.2614, atom 19 (C): 1.0152, atom 20 (C): -0.3575, atom 21 (C): -0.6714, atom 22 (C): -0.4886, atom 23 (C): -0.7509, atom 24 (C): -0.6815, atom 25 (C): 1.0036, atom 26 (C): -0.6254, atom 27 (C): -0.8356, atom 28 (C): -0.5282, atom 29 (C): -0.6587, atom 30 (C): -0.3960, atom 31 (H): 0.6226, atom 32 (H): 0.4425, atom 33 (H): 0.5344, atom 34 (H): -0.4649, atom 35 (H): 0.6441, atom 36 (H): 0.6485, atom 37 (H): 0.4416, atom 38 (H): 0.3976, atom 39 (H): 0.3728, atom 40 (H): 0.4826, atom 41 (H): -0.5774, atom 42 (H): 0.4176, atom 43 (H): 0.3834, atom 44 (H): 0.3781, atom 45 (H): 0.3998, atom 46 (H): 0.3511, atom 47 (H): 0.1579, atom 48 (H): 0.4272, atom 49 (H): 0.3802, atom 50 (H): 0.4081, atom 51 (H): 0.2694, atom 52 (H): 0.3352, atom 53 (H): 0.4252, atom 54 (H): 0.4068, atom 55 (H): 0.4257, atom 56 (H): 0.3517, atom 57 (S): -0.5402, atom 58 (Sb): 0.8882, atom 59 (S): -0.4826, atom 60 (S): -0.6597, atom 61 (S): -0.5554, atom 62 (Se): -0.0666, atom 63 (C): 0.5038, atom 64 (C): -0.1060, atom 65 (C): -0.4598, atom 66 (N): -0.6059, atom 67 (C): -0.4149, atom 68 (C): -0.5188, atom 69 (H): 0.4590, atom 70 (H): 0.3615, atom 71 (H): 0.3534, atom 72 (H): 0.3845, atom 73 (C): -1.4659, atom 74 (C): 1.0296, atom 75 (C): -0.9563, atom 76 (C): -0.2629, atom 77 (N): 0.0888, atom 78 (C): -0.4145, atom 79 (C): -0.6395, atom 80 (H): 0.3649, atom 81 (H): 0.3732, atom 82 (H): 0.3010, atom 83 (H): 0.3984, atom 84 (H): 0.3699, atom 85 (H): 0.2642, atom 86 (H): 0.4992

=====

2.
C16H23N3O4S | ωB97M-V/def2-TZVPD

Computed properties:
- maximum force (hartree/bohr) = 0.3137
- SMILES = COc1cc(OC)c(OC)cc1/C=N/NC(=S)NC[C@H]1CCCO1
- E_tot (Eh) = -1486.2347
- relative energy (zero: lowest compared OMol25 entry of this formula, charge and spin) (kcal per mole) = 446.4
- HOMO level (eV) = -7.481
- orbital gap (eV) = 6.9045

```
47
C16H23N3O4S, DFT ωB97M-V/def2-TZVPD
C 0.79 2.00 -1.59
O 0.71 0.80 -1.18
C 1.68 0.01 -0.67
C 2.92 0.40 -0.73
C 3.93 -0.20 0.00
O 5.12 0.55 0.13
C 5.54 1.65 -0.28
C 3.69 -1.56 0.58
O 4.68 -2.34 0.97
C 6.13 -1.79 0.92
C 2.48 -1.94 0.23
C 1.35 -1.24 -0.25
C 0.16 -1.96 -0.18
N -1.01 -1.17 -0.57
N -2.18 -1.99 -0.66
C -3.29 -1.85 -1.05
S -4.53 -2.67 -0.99
N -3.52 -0.32 -1.34
C -2.90 0.73 -0.81
C -3.17 1.30 0.42
C -4.75 1.75 0.66
C -5.37 1.19 2.00
C -4.53 -0.16 2.07
O -3.10 0.12 1.37
H 1.61 1.99 -2.51
H 1.22 2.64 -0.92
H -0.15 2.20 -2.01
H 2.96 1.64 -1.01
H 6.38 1.99 -0.03
H 5.15 1.77 -1.48
H 4.82 2.33 0.13
H 6.43 -1.82 -0.33
H 6.58 -2.86 1.54
H 6.35 -1.08 1.50
H 2.35 -3.09 0.70
H 0.15 -2.91 0.24
H -2.09 -3.07 -0.34
H -4.53 -0.29 -1.74
H -2.99 1.41 -1.59
H -1.80 0.47 -0.83
H -2.53 1.92 0.90
H -5.34 1.33 -0.39
H -4.84 2.76 0.65
H -4.99 1.84 2.75
H -6.29 1.10 1.80
H -4.95 -0.81 1.04
H -4.32 -0.79 2.90
```

Computed natural (NBO) charges, given in elementary charges: atom 1 (C): -0.1999, atom 2 (O): -0.4600, atom 3 (C): 0.3267, atom 4 (C): -0.3514, atom 5 (C): 0.3095, atom 6 (O): -0.5119, atom 7 (C): -0.1613, atom 8 (C): 0.2260, atom 9 (O): -0.5088, atom 10 (C): -0.1990, atom 11 (C): -0.1691, atom 12 (C): -0.1989, atom 13 (C): 0.1131, atom 14 (N): -0.2376, atom 15 (N): -0.3982, atom 16 (C): 0.1832, atom 17 (S): -0.1220, atom 18 (N): -0.6579, atom 19 (C): -0.3122, atom 20 (C): 0.0957, atom 21 (C): -0.3720, atom 22 (C): -0.4278, atom 23 (C): -0.0804, atom 24 (O): -0.6188, atom 25 (H): 0.1219, atom 26 (H): 0.1644, atom 27 (H): 0.2106, atom 28 (H): 0.2356, atom 29 (H): 0.1773, atom 30 (H): 0.1188, atom 31 (H): 0.1484, atom 32 (H): 0.2180, atom 33 (H): 0.1956, atom 34 (H): 0.1544, atom 35 (H): 0.2102, atom 36 (H): 0.1927, atom 37 (H): 0.3649, atom 38 (H): 0.3889, atom 39 (H): 0.1973, atom 40 (H): 0.2704, atom 41 (H): 0.1941, atom 42 (H): 0.1750, atom 43 (H): 0.1892, atom 44 (H): 0.2023, atom 45 (H): 0.2083, atom 46 (H): 0.1931, atom 47 (H): 0.2015

=====

3.
C5H6O | ωB97M-V/def2-TZVPD

Computed properties:
- maximum force (hartree/bohr) = 0.0137
- E_tot (Eh) = -269.1748
- relative energy (zero: lowest compared OMol25 entry of this formula, charge and spin) (kcal per mole) = 107.6
- HOMO level (alpha / beta) (eV) = -7.961 / -8.195
- orbital gap (alpha / beta) (eV) = 8.0009 / 8.6433

```
12
C5H6O, DFT ωB97M-V/def2-TZVPD
C 1.09 -0.37 -0.34
C 0.36 0.88 0.02
C -1.19 0.40 -0.12
O -1.18 -0.93 -0.51
C -0.01 -1.34 -0.01
C -0.50 0.56 1.16
H 1.98 -0.52 0.28
H 1.37 -0.46 -1.41
H 0.79 1.86 -0.20
H -2.04 0.95 -0.52
H 0.13 -2.42 -0.14
H -0.80 1.41 1.79
```

Computed natural (NBO) charges, given in elementary charges: atom 1 (C): -0.4811, atom 2 (C): -0.2747, atom 3 (C): 0.0198, atom 4 (O): -0.4376, atom 5 (C): 0.2058, atom 6 (C): -0.3048, atom 7 (H): 0.2381, atom 8 (H): 0.2134, atom 9 (H): 0.2239, atom 10 (H): 0.2148, atom 11 (H): 0.1873, atom 12 (H): 0.1952

=====

4.
C6H11ClN5 | ωB97M-V/def2-TZVPD

Computed properties:
- maximum force (hartree/bohr) = 0.1177
- net charge = +1
- E_tot (Eh) = -968.7758
- HOMO level (alpha / beta) (eV) = -12.027 / -12.026
- orbital gap (alpha / beta) (eV) = 8.2045 / 8.2038

```
23
C6H11ClN5, DFT ωB97M-V/def2-TZVPD
C -0.26 0.08 -1.19
C -1.16 0.36 -0.01
C -2.30 -0.37 0.39
C -0.09 1.06 0.62
C 2.01 1.37 -0.74
C 2.89 0.78 0.43
N 0.47 -1.41 -0.89
N 0.70 -1.63 0.24
N 0.60 1.14 -0.54
N -2.78 -1.28 -0.36
N -2.73 -0.21 1.71
Cl 2.88 -1.04 0.70
H -0.57 0.23 -2.27
H 0.05 1.62 1.56
H 2.47 1.06 -1.66
H 2.19 2.43 -0.64
H 2.57 1.11 1.39
H 3.83 0.95 0.08
H 0.35 -2.05 -1.69
H -2.38 -1.31 -1.27
H -3.30 -2.05 -0.15
H -2.03 0.07 2.37
H -3.40 -0.93 1.92
```

Computed natural (NBO) charges, given in elementary charges: atom 1 (C): -0.0008, atom 2 (C): -0.2937, atom 3 (C): 0.5220, atom 4 (C): 0.1815, atom 5 (C): -0.2498, atom 6 (C): -0.3327, atom 7 (N): -0.2700, atom 8 (N): -0.1647, atom 9 (N): -0.3369, atom 10 (N): -0.7132, atom 11 (N): -0.7578, atom 12 (Cl): 0.0227, atom 13 (H): 0.2318, atom 14 (H): 0.2501, atom 15 (H): 0.2420, atom 16 (H): 0.2318, atom 17 (H): 0.2172, atom 18 (H): 0.2270, atom 19 (H): 0.3598, atom 20 (H): 0.4017, atom 21 (H): 0.4192, atom 22 (H): 0.4159, atom 23 (H): 0.3969

=====

5.
C27H28ClLaOP2 | ωB97M-V/def2-TZVPD

Computed properties:
- maximum force (hartree/bohr) = 0.1514
- net charge = +2
- E_tot (Eh) = -2294.8615
- HOMO level (eV) = -13.999
- orbital gap (eV) = 6.3383

```
60
C27H28ClLaOP2, DFT ωB97M-V/def2-TZVPD
La -0.68 -0.40 1.53
Cl -0.28 -2.83 0.74
C -0.16 1.96 1.09
O 0.01 3.10 0.91
P -0.29 0.18 -1.50
C -1.84 -0.22 -2.44
C 0.18 1.78 -2.24
C 0.96 -0.99 -2.18
C 1.38 1.97 -2.95
C 1.70 3.23 -3.46
C 0.84 4.30 -3.27
C -0.36 4.12 -2.56
C -0.68 2.87 -2.05
H 2.06 1.13 -3.11
H 2.63 3.36 -4.01
H 1.08 5.28 -3.67
H -1.04 4.95 -2.41
H -1.61 2.72 -1.50
C -2.79 -1.07 -1.83
C -3.99 -1.36 -2.49
C -4.23 -0.85 -3.76
C -3.30 -0.01 -4.38
C -2.10 0.30 -3.72
H -2.58 -1.51 -0.86
H -4.71 -2.01 -1.99
H -5.17 -1.10 -4.27
H -3.49 0.38 -5.38
H -1.39 0.95 -4.21
C 0.75 -1.71 -3.37
C 1.74 -2.57 -3.87
C 2.93 -2.74 -3.16
C 3.14 -2.06 -1.95
C 2.17 -1.18 -1.48
H -0.18 -1.59 -3.92
H 1.58 -3.10 -4.81
H 3.70 -3.42 -3.54
H 4.06 -2.21 -1.38
H 2.34 -0.62 -0.55
H -3.47 -3.88 0.51
H -2.83 -4.27 0.43
C 3.03 0.68 4.15
P 1.62 0.16 3.12
C 2.01 -1.62 2.84
C 0.28 0.08 4.39
C 0.38 -0.64 5.59
C -0.56 -0.45 6.61
C -1.61 0.46 6.44
C -1.73 1.18 5.25
C -0.79 1.00 4.23
H 3.96 0.66 3.56
H 3.12 0.00 5.02
H 2.85 1.70 4.51
H 2.41 -2.04 3.78
H 1.14 -2.22 2.51
H 2.77 -1.70 2.06
H 1.22 -1.33 5.74
H -0.46 -0.99 7.55
H -2.33 0.62 7.25
H -2.54 1.90 5.11
H -0.84 1.66 3.34
```

Computed Mulliken charges, given in elementary charges: atom 1 (La): 1.7369, atom 2 (Cl): -0.5197, atom 3 (C): 0.1310, atom 4 (O): -0.2123, atom 5 (P): 0.6826, atom 6 (C): 0.2442, atom 7 (C): 0.4052, atom 8 (C): 0.2232, atom 9 (C): -0.2846, atom 10 (C): -0.6700, atom 11 (C): -0.5677, atom 12 (C): -0.8182, atom 13 (C): -0.3310, atom 14 (H): 0.4018, atom 15 (H): 0.4260, atom 16 (H): 0.4125, atom 17 (H): 0.4276, atom 18 (H): 0.4443, atom 19 (C): 0.0225, atom 20 (C): -0.7094, atom 21 (C): -0.5191, atom 22 (C): -0.7499, atom 23 (C): 0.0144, atom 24 (H): -0.1640, atom 25 (H): 0.4066, atom 26 (H): 0.4013, atom 27 (H): 0.4231, atom 28 (H): 0.4796, atom 29 (C): -0.2248, atom 30 (C): -0.7304, atom 31 (C): -0.5343, atom 32 (C): -0.7228, atom 33 (C): -0.1086, atom 34 (H): 0.3781, atom 35 (H): 0.4209, atom 36 (H): 0.3996, atom 37 (H): 0.4073, atom 38 (H): 0.4266, atom 39 (H): 0.0243, atom 40 (H): -0.0244, atom 41 (C): -1.2125, atom 42 (P): 0.4175, atom 43 (C): -1.3155, atom 44 (C): 0.9541, atom 45 (C): -0.6079, atom 46 (C): -0.7438, atom 47 (C): -0.5270, atom 48 (C): -0.8841, atom 49 (C): -0.1498, atom 50 (H): 0.4282, atom 51 (H): 0.4086, atom 52 (H): 0.3833, atom 53 (H): 0.3850, atom 54 (H): 0.5163, atom 55 (H): 0.3645, atom 56 (H): 0.2889, atom 57 (H): 0.4000, atom 58 (H): 0.4243, atom 59 (H): 0.4346, atom 60 (H): 0.5868

=====

6.
C5H5NO2 | ωB97M-V/def2-TZVPD

Computed properties:
- maximum force (hartree/bohr) = 0.0638
- E_tot (Eh) = -398.5920
- relative energy (zero: lowest compared OMol25 entry of this formula, charge and spin) (kcal per mole) = 117.0
- HOMO level (eV) = -7.645
- orbital gap (eV) = 8.0976

```
13
C5H5NO2, DFT ωB97M-V/def2-TZVPD
C -0.85 -1.80 -0.40
C -1.03 2.30 -2.29
C -0.01 1.71 -2.60
C 1.51 -0.80 3.72
C 0.32 0.36 -0.17
N -0.26 -0.69 -0.19
O 2.25 -1.47 3.12
O 0.75 -0.16 4.30
H -1.97 -1.87 -0.82
H -1.89 2.86 -2.07
H -0.21 -2.66 -0.36
H 0.85 1.15 -2.85
H 0.53 1.08 0.60
```

Computed natural (NBO) charges, given in elementary charges: atom 1 (C): -0.3372, atom 2 (C): -0.2652, atom 3 (C): -0.2107, atom 4 (C): 1.0225, atom 5 (C): 0.0103, atom 6 (N): -0.2763, atom 7 (O): -0.5141, atom 8 (O): -0.5087, atom 9 (H): 0.2096, atom 10 (H): 0.2326, atom 11 (H): 0.1998, atom 12 (H): 0.2373, atom 13 (H): 0.2001

=====

7.
C4H7I | ωB97M-V/def2-TZVPD

Computed properties:
- maximum force (hartree/bohr) = 0.0833
- SMILES = CC1(I)CC1
- E_tot (Eh) = -454.2418
- relative energy (zero: lowest compared OMol25 entry of this formula, charge and spin) (kcal per mole) = 8.3
- HOMO level (eV) = -9.221
- orbital gap (eV) = 9.8796

```
12
C4H7I, DFT ωB97M-V/def2-TZVPD
C 0.06 1.56 0.02
C 0.80 -0.08 0.00
I 2.93 0.11 -0.11
C 0.19 -1.21 0.74
C 0.11 -1.15 -0.76
H 0.10 1.92 -0.99
H 0.64 2.16 0.70
H -0.96 1.42 0.37
H -0.71 -1.03 1.31
H 0.84 -1.94 1.19
H 0.71 -1.85 -1.33
H -0.84 -0.92 -1.22
```

Computed natural (NBO) charges, given in elementary charges: atom 1 (C): -0.5699, atom 2 (C): -0.1305, atom 3 (I): 0.0961, atom 4 (C): -0.4577, atom 5 (C): -0.4603, atom 6 (H): 0.2116, atom 7 (H): 0.2146, atom 8 (H): 0.2027, atom 9 (H): 0.2204, atom 10 (H): 0.2272, atom 11 (H): 0.2262, atom 12 (H): 0.2195